Entry 1:
C5H8N2 | wB97M-V/def2-TZVPD

Last columns: bonded neighbours and bond lengths (Å).
Element x y z (Å)
1 C 1.317 -0.462 -0.801  C2 1.547, H8 1.097, H9 1.100, H10 1.103
2 C 0.618 0.312 0.341  C1 1.547, C3 1.776, C5 1.523, H11 1.089
3 C -0.510 1.621 -0.068  C2 1.776, N4 1.453, H12 1.071, H13 1.086
4 N -1.589 0.649 -0.021  C3 1.453, C5 1.471, H14 1.014
5 C -0.733 -0.244 0.774  C2 1.523, N4 1.471, C6 1.458, H15 1.093
6 C -0.955 -1.670 0.564  C5 1.458, N7 1.155
7 N -1.098 -2.794 0.344  C6 1.155
8 H 0.659 -0.618 -1.664  C1 1.097
9 H 2.242 0.006 -1.167  C1 1.100
10 H 1.593 -1.464 -0.431  C1 1.103
11 H 1.340 0.556 1.119  C2 1.089
12 H 0.362 1.560 -0.686  C3 1.071
13 H -0.547 2.284 0.791  C3 1.086
14 H -1.839 0.256 -0.922  N4 1.014
15 H -0.860 0.008 1.830  C5 1.093

Calculated values
Energy (Ha): -304.69467
E_HOMO (Ha): -0.342
Largest force on an atom (eV/Å): 3.3
SMILES: C[C@H]1CN[C@H]1C#N
Charge: 0

Entry 2:
C18H42Cl6N2 | wB97M-V/def2-TZVPD

Last columns: bonded neighbours and bond lengths (Å).
Element x y z (Å)
1 Cl -2.018 -2.451 4.260  C2 1.789
2 C -0.642 -2.716 5.372  Cl1 1.789, C3 1.476, H5 1.040, H6 1.078
3 C -0.079 -1.450 5.881  C2 1.476, Cl4 1.771, H7 0.935, H8 1.233
4 Cl 0.910 -0.626 4.664  C3 1.771
5 H 0.091 -3.248 4.861  C2 1.040
6 H -1.060 -3.200 6.240  C2 1.078
7 H 0.452 -1.527 6.647  C3 0.935
8 H -1.091 -0.783 6.105  C3 1.233
9 Cl -4.685 3.807 1.869  C10 1.755
10 C -3.143 4.099 1.083  Cl9 1.755, C11 1.522, H13 1.151, H14 1.018
11 C -2.231 4.775 2.097  C10 1.522, Cl12 1.812, H15 1.068, H16 1.098
12 Cl -2.082 3.796 3.614  C11 1.812
13 H -3.604 4.596 0.153  C10 1.151
14 H -2.836 3.228 0.655  C10 1.018
15 H -2.513 5.733 2.476  C11 1.068
16 H -1.214 4.774 1.683  C11 1.098
17 Cl -0.157 2.485 0.135  C18 1.845
18 C 0.210 0.813 0.822  Cl17 1.845, C19 1.551, H21 1.289, H22 1.189
19 C -0.939 0.412 1.783  C18 1.551, Cl20 1.886, H23 1.033, H24 1.164
20 Cl -2.616 0.343 0.923  C19 1.886
21 H 1.320 1.001 1.450  C18 1.289
22 H 0.349 0.201 -0.188  C18 1.189
23 H -1.204 1.084 2.522  C19 1.033
24 H -0.863 -0.601 2.351  C19 1.164
25 C -3.927 -0.666 -2.546  C26 1.591, H32 1.060, H33 0.900, H34 1.178
26 C -2.464 -0.043 -2.584  C25 1.591, N27 1.455, H35 1.098, H36 1.170
27 N -1.869 0.094 -3.905  C26 1.455, C28 1.405, C30 1.451
28 C -2.558 0.990 -4.739  N27 1.405, C29 1.446, H37 0.935, H38 1.151
29 C -2.890 2.307 -4.244  C28 1.446, H39 1.100, H40 1.099, H41 1.027
30 C -0.433 0.299 -3.886  N27 1.451, C31 1.503, H42 1.128, H43 1.102
31 C 0.438 -0.734 -3.227  C30 1.503, H44 1.057, H45 1.162, H46 1.153
32 H -4.032 -0.833 -1.505  C25 1.060
33 H -4.082 -1.368 -3.088  C25 0.900
34 H -4.473 0.346 -2.801  C25 1.178
35 H -1.718 -0.591 -1.994  C26 1.098
36 H -2.333 0.959 -1.994  C26 1.170
37 H -3.400 0.589 -4.800  C28 0.935
38 H -2.136 0.937 -5.808  C28 1.151
39 H -3.148 2.595 -3.214  C29 1.100
40 H -3.766 2.846 -4.632  C29 1.099
41 H -2.238 3.099 -4.285  C29 1.027
42 H -0.159 1.336 -3.538  C30 1.128
43 H -0.205 0.685 -4.893  C30 1.102
44 H 1.459 -0.463 -3.251  C31 1.057
45 H 0.348 -1.765 -3.755  C31 1.162
46 H 0.139 -0.737 -2.113  C31 1.153
47 C 3.706 0.381 -1.041  C48 1.535, H54 1.011, H55 1.196, H56 1.074
48 C 3.570 -1.124 -0.773  C47 1.535, N49 1.581, H57 1.126, H58 1.052
49 N 2.955 -1.523 0.628  C48 1.581, C50 1.390, C52 1.406
50 C 1.969 -2.501 0.572  N49 1.390, C51 1.338, H59 1.074, H60 1.036
51 C 2.089 -3.662 -0.083  C50 1.338, H61 1.119, H62 1.108, H63 1.096
52 C 3.949 -1.902 1.548  N49 1.406, C53 1.509, H64 1.159, H65 1.098
53 C 4.551 -0.740 2.299  C52 1.509, H66 1.090, H67 0.995, H68 1.108
54 H 4.104 0.887 -0.261  C47 1.011
55 H 2.736 1.064 -1.193  C47 1.196
56 H 4.366 0.549 -1.872  C47 1.074
57 H 4.671 -1.290 -0.604  C48 1.126
58 H 3.151 -1.665 -1.572  C48 1.052
59 H 1.220 -1.784 0.293  C50 1.074
60 H 1.453 -2.295 1.446  C50 1.036
61 H 2.741 -3.790 -0.983  C51 1.119
62 H 1.040 -3.757 -0.428  C51 1.108
63 H 2.444 -4.480 0.554  C51 1.096
64 H 4.732 -2.593 1.045  C52 1.159
65 H 3.428 -2.577 2.239  C52 1.098
66 H 5.163 -1.141 3.107  C53 1.090
67 H 3.786 -0.300 2.758  C53 0.995
68 H 5.265 -0.181 1.663  C53 1.108

Calculated values
Energy (Ha): -3581.30837
E_HOMO (Ha): -0.293
Largest force on an atom (eV/Å): 14.7
SMILES: CCN(CC)CC.CCN(CC)CC.ClCCCl.ClCCCl.ClCCCl
Charge: 0

In order of appearance, lowest unoccupied orbital energy = 0.032, 0.019 Eh.
In order of appearance, relative energy (zero: lowest compared OMol25 entry of this formula, charge and spin) = 369.7, 50.1 kJ/mol.
In order of appearance, Kohn-Sham gap = 10.163, 8.472 eV.